A) {
  "formula": "C5H14S",
  "method": "ωB97M-V with the def2-TZVPD basis set",
  "lumo_ev": 0.94,
  "homo_ev": -8.5,
  "smiles": "CCSC.CC",
  "homo_lumo_gap_ev": 9.4,
  "symbols": ["C", "C", "S", "C", "H", "H", "H", "H", "H", "H", "H", "H", "C", "C", "H", "H", "H", "H", "H", "H"],
  "positions_angstrom": [[-1.5241, -0.9868, 0.2579], [-0.4857, -1.7972, -0.5483], [-0.0125, -3.3535, 0.1926], [0.7735, -2.8579, 1.7887], [-2.2971, -0.4803, -0.3223], [-0.9658, -0.2936, 0.8816], [-2.0954, -1.7117, 0.8423], [-0.8817, -2.0370, -1.5315], [0.4027, -1.1625, -0.6133], [1.5875, -3.5631, 1.8951], [1.1354, -1.8554, 1.5822], [0.0870, -2.8917, 2.6224], [0.2937, 3.5739, -1.0591], [0.7692, 2.1231, -0.8171], [0.2261, 3.9681, -2.0645], [-0.6933, 3.6543, -0.5894], [0.8942, 4.2497, -0.4476], [1.6976, 2.0333, -1.3824], [0.0221, 1.3452, -0.9163], [1.0664, 2.0432, 0.2288]]
}

---

B) {
  "formula": "C5H14S",
  "method": "ωB97M-V with the def2-TZVPD basis set",
  "lumo_ev": 0.99,
  "homo_ev": -8.5,
  "smiles": "CCC.CSC",
  "homo_lumo_gap_ev": 9.5,
  "symbols": ["C", "C", "C", "H", "H", "H", "H", "H", "H", "H", "H", "C", "S", "C", "H", "H", "H", "H", "H", "H"],
  "positions_angstrom": [[-0.0099, -0.2837, -2.1545], [-0.9831, -0.9393, -1.1729], [-0.4445, -2.1149, -0.3600], [0.8116, 0.2381, -1.6633], [-0.6096, 0.5296, -2.5713], [0.3984, -0.9729, -2.8868], [-1.8716, -1.2599, -1.7352], [-1.4382, -0.1942, -0.5147], [-1.1318, -2.3477, 0.4541], [-0.2082, -2.9983, -0.9492], [0.4843, -1.7855, 0.1184], [0.2770, 0.4679, 2.5736], [1.5719, 0.8906, 1.3578], [0.8239, 2.2275, 0.4125], [-0.6842, 0.2216, 2.1383], [0.2768, 1.2835, 3.2887], [0.6414, -0.4072, 3.1116], [1.3421, 2.2319, -0.5454], [-0.2205, 2.0379, 0.1773], [0.9742, 3.1750, 0.9211]]
}

---

Most stable structure: B)

---

A) {
  "formula": "C9H20N2P",
  "method": "ωB97M-V with the def2-TZVPD basis set",
  "lumo_ev": -2.68,
  "homo_ev": -12.1,
  "total_charge": 1,
  "homo_lumo_gap_ev": 9.4,
  "symbols": ["C", "C", "C", "C", "C", "C", "C", "C", "C", "N", "N", "P", "H", "H", "H", "H", "H", "H", "H", "H", "H", "H", "H", "H", "H", "H", "H", "H", "H", "H", "H", "H"],
  "positions_angstrom": [[1.6289, 1.9654, 0.5339], [0.2279, 2.3799, 0.1487], [2.2149, 0.8080, -0.3630], [-2.7936, -1.0361, 0.1268], [-1.7771, -2.2024, 0.4878], [-0.8371, 1.3293, 0.4286], [-2.2032, -0.1825, -0.9831], [1.9522, -0.4566, 0.2108], [-0.0174, -0.9316, -0.1862], [-0.5002, -1.6745, 0.8196], [-0.7851, 0.3059, -0.5343], [2.8730, -2.0100, -0.1803], [2.2446, 2.8600, 0.5573], [1.5526, 1.6599, 1.5899], [0.0777, 3.4066, 0.5893], [0.3203, 2.7332, -0.9016], [1.8309, 0.8352, -1.3786], [3.2449, 1.1432, -0.5666], [-3.6269, -1.5023, -0.3102], [-3.0008, -0.4054, 1.0749], [-2.0825, -2.8535, 1.2531], [-1.6454, -2.8113, -0.4681], [-0.6371, 0.7891, 1.3738], [-1.7280, 1.9203, 0.2654], [-1.9843, -0.7166, -1.8409], [-2.8277, 0.6422, -1.2605], [1.8911, -0.5798, 1.3614], [0.0889, -1.5481, -1.0751], [-0.6283, -1.0408, 1.5996], [-0.5510, 0.8217, -1.3352], [4.1580, -2.0497, 0.3411], [3.3198, -1.5986, -1.3784]]
}

---

B) {
  "formula": "C9H20N2P",
  "method": "ωB97M-V with the def2-TZVPD basis set",
  "lumo_ev": [-4.14, -3.46],
  "homo_ev": [-12.4, -12.0],
  "total_charge": 1,
  "homo_lumo_gap_ev": [8.3, 8.6],
  "symbols": ["C", "C", "C", "C", "C", "C", "C", "C", "C", "N", "N", "P", "H", "H", "H", "H", "H", "H", "H", "H", "H", "H", "H", "H", "H", "H", "H", "H", "H", "H", "H", "H"],
  "positions_angstrom": [[-3.8743, -0.5821, 0.3009], [-3.4562, 0.3133, -0.8652], [3.0524, -1.4264, -0.2332], [3.7043, -0.0441, -0.3493], [-2.5284, -0.9433, 0.9527], [-2.0619, -0.2290, -1.1937], [1.8101, -1.1380, 0.5945], [2.5335, 0.9454, -0.3136], [0.3239, 0.8165, 0.7988], [-1.5029, -0.7745, -0.0178], [1.3088, 0.1288, 0.0093], [-0.5159, 2.2145, 0.0778], [-4.5505, -0.0875, 0.9921], [-4.3563, -1.4874, -0.0716], [-4.1353, 0.2542, -1.7101], [-3.3762, 1.3549, -0.5456], [2.7782, -1.8166, -1.2141], [3.7111, -2.1454, 0.2491], [4.3667, 0.1295, 0.4985], [4.2929, 0.0564, -1.2574], [-2.3351, -0.3214, 1.8328], [-2.4796, -1.9817, 1.3089], [-2.1153, -1.0540, -1.9219], [-1.3941, 0.5273, -1.6421], [1.0321, -1.8975, 0.5438], [2.0737, -0.9530, 1.6373], [2.6640, 1.6940, 0.4712], [2.3786, 1.4625, -1.2624], [0.3070, 0.5881, 1.8476], [0.8567, -0.1130, -0.8833], [-1.1592, 2.5945, 1.2468], [0.4603, 3.2122, 0.2023]]
}

---

C) {
  "formula": "C9H20N2P",
  "method": "ωB97M-V with the def2-TZVPD basis set",
  "lumo_ev": -3.60,
  "homo_ev": -12.5,
  "total_charge": 1,
  "homo_lumo_gap_ev": 8.9,
  "symbols": ["C", "C", "C", "C", "C", "C", "C", "C", "C", "N", "N", "P", "H", "H", "H", "H", "H", "H", "H", "H", "H", "H", "H", "H", "H", "H", "H", "H", "H", "H", "H", "H"],
  "positions_angstrom": [[-3.6506, 0.8634, -0.3401], [-3.2906, 0.5319, 1.1080], [3.7219, 0.1382, -0.0507], [2.9063, -0.0623, 1.2213], [-2.3286, 0.6454, -1.0670], [-2.3193, -0.6364, 0.9605], [2.6621, 0.0297, -1.1512], [1.6301, 0.7019, 0.8937], [-0.6787, -1.1118, -0.7562], [-1.6909, -0.4345, -0.3318], [1.3786, 0.3971, -0.5231], [0.2585, -2.2381, 0.2860], [-4.4087, 0.1756, -0.7161], [-4.0202, 1.8782, -0.4572], [-2.7993, 1.3800, 1.5841], [-4.1626, 0.2676, 1.7020], [4.1672, 1.1333, -0.0521], [4.5159, -0.5947, -0.1701], [2.6841, -1.1220, 1.3673], [3.4001, 0.3228, 2.1096], [-2.4424, 0.3926, -2.1220], [-1.6948, 1.5349, -0.9885], [-1.5654, -0.6807, 1.7509], [-2.8518, -1.5939, 0.9455], [2.8879, 0.6733, -2.0026], [2.5896, -1.0016, -1.5105], [0.7784, 0.3790, 1.4994], [1.7849, 1.7745, 1.0548], [-0.3416, -0.9143, -1.7657], [0.9570, 1.1922, -0.9928], [-0.7732, -3.1692, 0.4599], [0.8414, -2.9247, -0.7700]]
}

---

Most stable structure: C)

---

A) {
  "formula": "C14H46O9",
  "method": "ωB97M-V with the def2-TZVPD basis set",
  "lumo_ev": 0.45,
  "homo_ev": -10.0,
  "smiles": "CCO.CCO.CCO.CCO.CCO.CCO.CCO.O.O",
  "homo_lumo_gap_ev": 10.4,
  "symbols": ["C", "C", "O", "H", "H", "H", "H", "H", "H", "C", "C", "O", "H", "H", "H", "H", "H", "H", "C", "C", "O", "H", "H", "H", "H", "H", "H", "C", "C", "O", "H", "H", "H", "H", "H", "H", "C", "C", "O", "H", "H", "H", "H", "H", "H", "C", "C", "O", "H", "H", "H", "H", "H", "H", "C", "C", "O", "H", "H", "H", "H", "H", "H", "O", "H", "H", "O", "H", "H"],
  "positions_angstrom": [[-7.6946, -8.3478, -18.2095], [-6.9000, -7.5014, -19.0506], [-7.2058, -7.6619, -20.4247], [-8.7711, -8.1769, -18.2147], [-7.5179, -8.3524, -17.1340], [-7.6158, -9.4141, -18.4216], [-5.8511, -7.6328, -18.7849], [-7.2086, -6.5011, -18.7469], [-7.5336, -6.8410, -20.7992], [-5.6266, -11.7345, -19.5554], [-6.5887, -12.8506, -19.2403], [-7.4982, -12.3508, -18.2286], [-5.0266, -11.3909, -18.7127], [-6.1638, -10.8589, -19.9199], [-4.9333, -11.9312, -20.3732], [-6.1534, -13.7969, -18.9194], [-7.1571, -13.1228, -20.1296], [-8.3529, -12.1399, -18.6115], [-9.1299, -15.4054, -21.3850], [-9.0927, -16.7502, -22.0315], [-7.7674, -16.9293, -22.5292], [-10.1994, -15.2095, -21.3081], [-8.6120, -14.6876, -22.0212], [-8.5750, -15.2400, -20.4615], [-9.7090, -16.8605, -22.9237], [-9.4951, -17.4553, -21.3042], [-7.6388, -17.8649, -22.7020], [-6.6125, -12.8874, -23.2506], [-6.2690, -14.0530, -24.1873], [-7.3775, -14.8935, -24.3910], [-5.7807, -12.2040, -23.0797], [-6.8930, -13.2830, -22.2744], [-7.4198, -12.2743, -23.6511], [-5.4323, -14.6441, -23.8148], [-6.0528, -13.7643, -25.2159], [-7.4363, -15.4915, -23.6423], [-3.9214, -14.7408, -20.7922], [-3.1030, -15.7857, -21.6536], [-3.2911, -17.0123, -20.9725], [-4.7886, -15.1396, -20.2660], [-4.2272, -13.9219, -21.4433], [-3.3532, -14.3238, -19.9606], [-2.0382, -15.5902, -21.7809], [-3.4282, -15.8847, -22.6892], [-3.1554, -17.6895, -21.6393], [-9.9850, -12.0475, -21.7647], [-9.4092, -11.0396, -20.7394], [-9.8778, -11.3004, -19.4366], [-10.9995, -11.8225, -22.0940], [-9.9928, -13.0431, -21.3211], [-9.3623, -12.0604, -22.6592], [-9.5820, -10.0344, -21.1240], [-8.3204, -11.0532, -20.6905], [-10.7340, -10.8679, -19.3987], [-10.1606, -11.7854, -15.8158], [-9.5990, -10.3589, -16.1221], [-9.5212, -9.6856, -14.8650], [-11.1428, -11.7630, -15.3435], [-9.4048, -12.2987, -15.2213], [-10.3331, -12.2844, -16.7694], [-10.2790, -9.7713, -16.7388], [-8.5772, -10.4257, -16.4957], [-9.5547, -8.7306, -14.9576], [-7.8862, -14.3129, -16.3997], [-7.0589, -14.6403, -16.0467], [-7.6287, -13.6372, -17.0269], [-5.8241, -11.4721, -16.0893], [-6.4584, -11.7004, -16.7688], [-6.3311, -10.9808, -15.4430]]
}

---

B) {
  "formula": "C14H46O9",
  "method": "ωB97M-V with the def2-TZVPD basis set",
  "lumo_ev": 0.01,
  "homo_ev": -9.8,
  "smiles": "CCO.CCO.CCO.CCO.CCO.CCO.CCO.O.O",
  "homo_lumo_gap_ev": 9.8,
  "symbols": ["C", "C", "O", "H", "H", "H", "H", "H", "H", "C", "C", "O", "H", "H", "H", "H", "H", "H", "C", "C", "O", "H", "H", "H", "H", "H", "H", "C", "C", "O", "H", "H", "H", "H", "H", "H", "C", "C", "O", "H", "H", "H", "H", "H", "H", "C", "C", "O", "H", "H", "H", "H", "H", "H", "C", "C", "O", "H", "H", "H", "H", "H", "H", "O", "H", "H", "O", "H", "H"],
  "positions_angstrom": [[1.9722, -1.8811, 4.3351], [0.5951, -2.4629, 4.5537], [-0.2297, -1.4996, 5.2173], [1.8258, -0.9758, 3.7389], [2.6701, -2.5086, 3.7868], [2.3366, -1.5562, 5.3095], [0.6118, -3.3968, 5.1262], [0.1151, -2.7528, 3.6100], [-0.8825, -2.0499, 5.6600], [-0.2114, 0.8841, -5.9747], [0.5503, 0.4768, -4.6950], [0.1521, -0.8862, -4.4681], [0.0801, 0.3753, -6.8957], [0.0222, 1.9223, -6.2343], [-1.2777, 0.6794, -5.8776], [0.3154, 1.1452, -3.8601], [1.6336, 0.3723, -4.7532], [-0.8007, -0.9966, -4.4774], [3.8961, -1.8053, 0.6312], [4.2498, -0.6361, -0.2851], [5.5480, -0.9296, -0.8330], [3.9275, -2.7629, 0.1091], [2.9845, -1.6521, 1.2094], [4.7319, -1.8471, 1.3337], [4.4042, 0.2407, 0.3464], [3.5963, -0.3911, -1.1225], [5.5000, -1.8353, -1.1553], [-3.2719, -0.8189, 3.3208], [-4.1476, -1.3644, 4.4327], [-5.2655, -2.1183, 3.9358], [-2.5183, -0.1911, 3.8029], [-3.9044, -0.2223, 2.6673], [-2.7144, -1.6054, 2.8145], [-4.6777, -0.5649, 4.9550], [-3.6647, -1.9352, 5.2313], [-4.9413, -2.8451, 3.3938], [-3.3154, 2.8335, 0.1002], [-2.8781, 3.3810, -1.2611], [-2.0600, 2.3397, -1.8608], [-3.6363, 1.7981, -0.0021], [-4.1719, 3.4292, 0.4258], [-2.5194, 2.9028, 0.8395], [-2.1893, 4.2166, -1.1504], [-3.7760, 3.6873, -1.7953], [-2.5673, 1.8529, -2.5187], [-0.5578, -0.9383, 1.0316], [-0.0727, -0.1108, -0.1620], [-0.3814, -0.8216, -1.3658], [-0.7017, -0.3329, 1.9276], [0.0285, -1.8488, 1.1605], [-1.5691, -1.3444, 0.9256], [1.0092, 0.0324, -0.0997], [-0.5253, 0.8803, -0.1143], [-0.7853, -0.1898, -1.9661], [0.9815, 3.7490, -0.3981], [1.3003, 3.3169, -1.8153], [0.2155, 3.5854, -2.6975], [0.8980, 4.8324, -0.2807], [1.7818, 3.5024, 0.3085], [0.0872, 3.3404, 0.0785], [1.5208, 2.2460, -1.9093], [2.1326, 3.8505, -2.2746], [-0.5675, 3.0772, -2.4116], [0.9057, -3.2816, -1.1830], [0.4404, -3.7379, -0.4763], [0.5955, -2.3601, -1.1340], [2.7203, -1.7080, -3.1118], [1.8506, -1.2877, -3.1304], [2.5956, -2.4963, -2.5682]]
}

---

Most stable structure: B)

---

A) {
  "formula": "ClH6Li3O3",
  "method": "ωB97M-V with the def2-TZVPD basis set",
  "lumo_ev": -8.34,
  "homo_ev": -17.4,
  "total_charge": 2,
  "homo_lumo_gap_ev": 9.1,
  "symbols": ["Li", "Li", "Li", "Cl", "O", "H", "H", "O", "H", "H", "O", "H", "H"],
  "positions_angstrom": [[2.2551, -1.5042, 1.5587], [1.5634, 1.9617, 0.0890], [-0.3900, -2.0333, -1.3498], [0.8004, -0.3962, -0.0386], [-2.4954, 0.8697, -0.0202], [-1.5782, 0.9299, -0.2872], [-2.8932, 1.6778, -0.3442], [2.3784, -0.5015, -2.7888], [1.8594, -1.0788, -3.3488], [1.8789, -0.4447, -1.9743], [-1.3883, 0.4413, 2.7251], [-1.0424, 0.2852, 3.6039], [-0.9481, -0.2069, 2.1753]]
}

---

B) {
  "formula": "ClH6Li3O3",
  "method": "ωB97M-V with the def2-TZVPD basis set",
  "lumo_ev": -8.91,
  "homo_ev": -17.7,
  "total_charge": 2,
  "homo_lumo_gap_ev": 8.8,
  "symbols": ["Li", "Li", "Li", "Cl", "O", "H", "H", "O", "H", "H", "O", "H", "H"],
  "positions_angstrom": [[0.7795, 1.7372, -2.3543], [2.5885, 1.4580, 0.6502], [-1.9192, -0.0558, -1.1096], [0.4605, 0.5914, -0.2988], [-1.3188, 2.1148, 1.5049], [-1.2793, 1.4124, 2.1540], [-0.7734, 1.8044, 0.7821], [-0.3515, -1.7599, 2.0968], [0.2369, -1.0711, 1.7878], [-1.2262, -1.3777, 2.0265], [1.2544, -1.7734, -2.2522], [0.8185, -2.0378, -3.0623], [0.7301, -1.0425, -1.9250]]
}

---

C) {
  "formula": "ClH6Li3O3",
  "method": "ωB97M-V with the def2-TZVPD basis set",
  "lumo_ev": -7.07,
  "homo_ev": -13.6,
  "total_charge": 2,
  "homo_lumo_gap_ev": 6.5,
  "symbols": ["Li", "Li", "Li", "Cl", "O", "H", "H", "O", "H", "H", "O", "H", "H"],
  "positions_angstrom": [[-0.0381, -4.4431, -3.2181], [4.5784, 0.0480, 0.0812], [-2.4714, 0.4679, 2.1005], [0.5525, -1.3089, 0.1214], [1.8443, -2.0209, 5.9807], [2.1829, -2.9060, 5.8453], [2.2097, -1.5111, 5.2576], [1.5027, 4.3801, -2.0106], [1.9582, 4.3221, -2.8505], [1.6083, 3.5127, -1.6199], [-4.4638, -0.1663, -3.5762], [-4.1777, -0.6280, -2.7880], [-5.2861, 0.2534, -3.3233]]
}

---

Most stable structure: A)